Record 1
ORCA calculation (the ωB97M-V functional and the def2-TZVPD basis) on C31H26N3S4Se4Sm as an isolated structure at a distorted geometry.

Atoms and positions in Å:
Sm: 0.099 0.148 0.232
S: -1.181 -0.059 2.584
C: -1.418 -1.771 2.451
C: -0.666 -2.475 3.408
C: -0.765 -3.841 3.509
C: -1.747 -4.462 2.706
C: -2.506 -3.813 1.725
C: -2.241 -2.452 1.503
S: -2.696 -1.373 0.191
C: -3.052 -2.502 -1.217
C: -3.465 -1.716 -2.486
C: -4.687 -2.052 -3.088
C: -5.062 -1.465 -4.268
C: -4.174 -0.555 -4.865
C: -2.982 -0.278 -4.216
C: -1.989 0.673 -4.892
S: 1.373 0.769 -2.440
C: 1.065 2.496 -2.204
C: 2.112 3.376 -2.512
C: 2.076 4.708 -2.115
C: 0.898 5.268 -1.552
C: -0.180 4.436 -1.266
C: -0.125 3.020 -1.444
S: -1.453 2.121 -0.892
N: -2.641 -0.768 -2.980
H: -0.040 -1.963 4.153
H: -0.070 -4.402 4.099
H: -1.877 -5.557 2.809
H: -3.206 -4.361 1.096
H: -3.908 -3.112 -0.913
H: -2.198 -3.189 -1.405
H: -5.344 -2.744 -2.515
H: -5.996 -1.747 -4.738
H: -4.419 -0.060 -5.785
H: -1.141 0.768 -4.205
H: -2.437 1.635 -5.099
H: 2.952 2.889 -3.033
H: 2.887 5.424 -2.279
H: 0.878 6.373 -1.499
H: -1.150 4.802 -0.927
C: 2.430 2.260 1.688
N: 2.119 0.862 1.204
C: 3.072 -0.030 1.106
C: 2.785 -1.433 0.770
C: 3.473 -2.610 0.991
C: 2.595 -3.707 0.554
C: 1.384 -3.112 0.162
N: 1.511 -1.756 0.269
C: 2.283 2.438 3.191
C: 3.151 1.819 4.089
C: 3.044 2.058 5.451
C: 2.105 2.955 5.968
C: 1.238 3.551 5.096
C: 1.330 3.326 3.715
H: 1.688 2.923 1.225
H: 3.399 2.588 1.353
H: 4.144 0.205 1.128
H: 4.492 -2.664 1.298
H: 2.811 -4.799 0.688
H: 0.482 -3.635 -0.191
H: 3.913 1.124 3.767
H: 3.673 1.583 6.222
H: 2.103 3.245 7.045
H: 0.556 4.306 5.449
H: 0.683 3.833 3.027
Se: -0.290 -1.968 -6.142
Se: 1.798 -3.334 -4.272
Se: -0.177 -2.287 -3.771
Se: -1.321 0.069 -6.707

Its HOMO-LUMO gap (spin up / spin down) is 0.174 / 0.174 Eh. Its spin multiplicity is 6. The calculation puts the total energy at -359673.19248 eV. As for the charge: -2. The expectation value of S² is 8.766.


Record 2
ORCA calculation (the ωB97M-V functional and the def2-TZVPD basis) on C31H26N6O2S4Ti as an isolated structure at a distorted geometry.

Atoms and positions in Å:
Ti: -0.679 -0.353 -0.225
N: 2.497 2.335 1.298
C: 1.249 1.846 0.916
S: 0.808 1.903 -0.763
N: 0.522 1.383 1.881
N: -0.657 0.814 1.389
C: -1.825 1.026 2.001
C: -1.958 1.567 3.365
C: -3.010 2.413 3.735
C: -3.134 2.896 5.035
C: -2.200 2.560 6.005
C: -1.134 1.738 5.649
C: -1.012 1.251 4.354
C: -2.938 0.748 1.129
C: -4.291 0.665 1.514
C: -5.261 0.635 0.555
C: -4.893 0.665 -0.802
C: -3.558 0.586 -1.098
N: -2.587 0.579 -0.184
H: 2.869 3.006 0.648
H: 2.533 2.610 2.268
H: -3.725 2.725 2.984
H: -3.965 3.549 5.285
H: -2.296 2.935 7.018
H: -0.389 1.468 6.390
H: -0.186 0.607 4.084
H: -4.540 0.596 2.563
H: -6.304 0.580 0.842
H: -5.626 0.666 -1.598
H: -3.231 0.498 -2.119
S: -1.367 -1.996 1.695
C: -1.995 -3.485 1.018
C: -2.223 -4.613 1.825
C: -2.769 -5.788 1.318
C: -3.096 -5.860 -0.034
C: -2.862 -4.756 -0.850
C: -2.310 -3.567 -0.353
S: -2.012 -2.209 -1.426
H: -1.966 -4.543 2.878
H: -2.930 -6.641 1.972
H: -3.528 -6.764 -0.452
H: -3.102 -4.801 -1.908
C: -3.204 2.831 -6.169
C: -2.190 1.916 -5.524
C: -0.842 2.247 -5.504
C: 0.094 1.407 -4.909
C: -0.329 0.224 -4.322
C: -1.668 -0.132 -4.338
C: -2.587 0.720 -4.936
S: 0.882 -0.908 -3.697
O: 0.604 -2.198 -4.286
O: 2.175 -0.338 -4.020
N: 0.611 -0.830 -2.136
C: 1.454 -1.499 -1.294
C: 2.545 -2.353 -1.624
C: 3.288 -2.887 -0.612
C: 2.979 -2.608 0.729
C: 1.897 -1.809 0.975
N: 1.157 -1.268 0.002
H: -2.775 3.346 -7.031
H: -3.551 3.596 -5.466
H: -4.080 2.273 -6.505
H: -0.518 3.182 -5.954
H: 1.149 1.652 -4.882
H: -1.980 -1.077 -3.901
H: -3.638 0.448 -4.940
H: 2.769 -2.562 -2.662
H: 4.124 -3.537 -0.852
H: 3.551 -3.023 1.549
H: 1.571 -1.578 1.977

Its HOMO-LUMO gap (spin up / spin down) is 0.169 / 0.198 Eh. For the energy relative to the best compared isomer or geometry (same formula, charge and spin), the calculation gives 1.067 eV. Its spin multiplicity is 3. The calculation puts the total energy at -112065.21987 eV. As for the charge: -2. The expectation value of S² is 2.015.


Record 3
ORCA calculation (the ωB97M-V functional and the def2-TZVPD basis) on C31H27AsCoFN7O4S4 as an isolated structure at a distorted geometry.

Atoms and positions in Å:
Co: -2.104 -1.369 1.289
C: -5.209 -5.676 2.735
S: -3.583 -5.513 3.408
C: -3.027 -3.951 2.790
S: -3.990 -2.892 1.873
N: -1.806 -3.809 3.281
N: -1.321 -2.573 3.011
C: -0.297 -2.246 3.694
C: 0.121 -0.882 3.487
C: 1.039 -0.252 4.292
C: 1.357 1.083 4.064
C: 0.716 1.759 3.054
C: -0.101 1.055 2.185
N: -0.416 -0.257 2.410
H: -5.811 -6.253 3.373
H: -5.271 -6.225 1.797
H: -5.680 -4.724 2.548
H: 0.211 -2.827 4.495
H: 1.501 -0.837 5.100
H: 2.045 1.612 4.752
H: 0.995 2.815 3.071
H: -0.498 1.387 1.239
S: -2.072 0.146 -0.470
C: -1.525 -0.767 -1.835
C: -1.593 -0.191 -3.146
C: -1.243 -1.004 -4.261
C: -1.530 -0.364 -5.482
N: -1.795 0.253 -6.444
C: -0.834 -2.326 -4.060
C: -0.722 -2.827 -2.822
C: -1.031 -2.087 -1.690
S: -0.669 -2.737 -0.152
C: -0.364 -3.095 -5.106
N: 0.016 -3.744 -5.988
H: -1.985 0.836 -3.293
H: -0.412 -3.881 -2.683
C: 2.060 -0.027 -3.766
As: 2.315 -0.591 -1.918
C: 1.754 1.092 -1.118
C: 4.270 -0.395 -1.627
C: 5.025 0.153 -2.714
C: 5.681 -0.636 -3.662
C: 6.426 -0.064 -4.668
C: 6.544 1.319 -4.810
C: 5.983 2.141 -3.786
C: 5.199 1.556 -2.818
H: 2.724 0.802 -4.151
H: 1.032 0.287 -3.742
H: 2.251 -0.773 -4.529
H: 2.363 1.902 -1.524
H: 1.931 1.069 -0.024
H: 0.754 1.288 -1.307
H: 4.643 -1.336 -1.330
H: 4.312 0.259 -0.772
H: 5.539 -1.703 -3.650
H: 6.804 -0.701 -5.495
H: 7.134 1.749 -5.568
H: 6.095 3.202 -3.838
H: 4.593 2.063 -2.101
F: -0.530 4.040 0.842
C: -1.359 3.844 1.841
C: -2.385 2.989 1.821
N: -3.205 2.811 2.949
C: -4.412 2.012 2.913
C: -4.306 0.548 2.322
O: -5.220 0.088 1.663
O: -3.077 0.142 2.439
C: -3.045 3.574 4.105
O: -3.672 3.426 5.132
N: -2.036 4.558 4.017
C: -1.035 4.609 3.067
O: -0.064 5.275 3.258
H: -2.602 2.428 0.904
H: -5.096 2.552 2.278
H: -4.850 1.954 3.925
H: -1.651 4.855 4.929

Its HOMO-LUMO gap (spin up / spin down) is 0.218 / 0.225 Eh. For the energy relative to the best compared isomer or geometry (same formula, charge and spin), the calculation gives 0.300 eV. Its spin multiplicity is 4. The calculation puts the total energy at -195733.38868 eV. As for the charge: -2. The expectation value of S² is 3.761.


> Which of these has the lowest spin multiplicity?

C31H26N6O2S4Ti